1) {
  "formula": "C32H34BrN8O7P2S3Ti",
  "method": "ωB97M-V/def2-TZVPD",
  "homo_ev": [-6.41, -6.67],
  "spin_multiplicity": 2,
  "gap_ev": [5.54, 5.80],
  "total_charge": 0,
  "species": ["Ti", "S", "N", "C", "C", "C", "C", "C", "N", "C", "C", "N", "C", "C", "C", "C", "C", "N", "H", "H", "H", "H", "H", "H", "S", "C", "C", "C", "C", "C", "C", "S", "H", "H", "H", "H", "C", "C", "O", "P", "O", "O", "O", "P", "O", "O", "O", "H", "H", "H", "H", "H", "H", "H", "Br", "C", "C", "C", "C", "C", "N", "H", "H", "H", "H", "C", "C", "N", "C", "N", "C", "C", "C", "N", "C", "H", "H", "H", "H", "H", "H", "H", "H", "H", "H", "H", "H", "H"],
  "positions_angstrom": [[0.61944, 0.06688, -0.05445], [-0.26539, 6.63409, 3.90527], [-0.83565, 6.20830, 2.46058], [-0.58959, 4.91476, 2.32596], [-0.96528, 4.09059, 1.18799], [-1.70730, 4.56661, 0.10436], [-2.07362, 3.68239, -0.88328], [-1.67020, 2.35176, -0.78628], [-0.94025, 1.89773, 0.22605], [-0.60287, 2.74894, 1.20247], [0.12302, 2.16108, 2.35336], [0.42601, 0.85471, 2.26416], [0.91800, 0.26625, 3.34633], [1.20398, 0.95546, 4.52802], [0.97387, 2.30727, 4.58918], [0.39815, 2.92880, 3.47778], [0.05995, 4.34463, 3.44753], [0.29629, 5.21439, 4.41686], [-1.98963, 5.61079, 0.07443], [-2.65770, 3.99544, -1.73676], [-1.92301, 1.62667, -1.54613], [1.11869, -0.79310, 3.26086], [1.62441, 0.41191, 5.36215], [1.20441, 2.89530, 5.46754], [1.89568, -1.31257, -1.79295], [2.77009, -2.65776, -1.10260], [3.28633, -3.66734, -1.91724], [3.94694, -4.75485, -1.37065], [4.10069, -4.84941, 0.00824], [3.59704, -3.85094, 0.82592], [2.93414, -2.75012, 0.28302], [2.33645, -1.46425, 1.32653], [3.15695, -3.58972, -2.98997], [4.34038, -5.52836, -2.01819], [4.61224, -5.69829, 0.44422], [3.71762, -3.91238, 1.90072], [3.88888, 1.26248, -3.42798], [2.84514, 1.86572, -2.49623], [2.93315, 3.31269, -2.57545], [3.27644, 1.57089, -0.72194], [4.20249, 2.81560, -0.39942], [4.25820, 0.39739, -0.42484], [2.03051, 1.57237, 0.11566], [1.11365, 1.34306, -3.05716], [0.46918, 2.84240, -3.31047], [1.10770, 0.63369, -4.34527], [0.29145, 0.85042, -1.86719], [4.89460, 1.52942, -3.09864], [3.72729, 1.65267, -4.43187], [3.79338, 0.17843, -3.44603], [2.05632, 3.63907, -2.83269], [3.94130, 3.54490, -0.99312], [3.80314, -0.31085, 0.10396], [0.28741, 2.91773, -4.25794], [-4.54188, -0.23048, -0.90678], [-3.51999, -0.47428, -2.51341], [-4.11107, -0.18270, -3.73401], [-3.31215, -0.32784, -4.85650], [-1.99479, -0.74141, -4.71007], [-1.52370, -1.01009, -3.43703], [-2.28880, -0.87708, -2.34669], [-5.13697, 0.14871, -3.79412], [-3.71494, -0.10910, -5.83738], [-1.33110, -0.84166, -5.55696], [-0.49493, -1.31002, -3.26980], [-3.70306, -1.39274, 3.38778], [-2.86372, -0.16841, 3.08227], [-2.21203, -0.36048, 1.80813], [-1.69639, -1.53562, 1.35228], [-0.83674, -1.50475, 0.36505], [-0.54335, -2.81884, -0.23589], [-1.72103, -3.76135, -0.14258], [-2.03424, -3.97538, 1.31900], [-2.17545, -2.66712, 1.94864], [-2.80759, -2.61109, 3.25753], [-4.52473, -1.46459, 2.67206], [-4.12206, -1.33619, 4.39288], [-2.13333, -0.00784, 3.88921], [-3.47973, 0.72940, 3.01612], [-1.88208, 0.44433, 1.30599], [0.32521, -3.25610, 0.26849], [-0.25621, -2.65628, -1.26928], [-1.48467, -4.70658, -0.63173], [-2.58865, -3.32076, -0.64274], [-1.24695, -4.56029, 1.80733], [-2.97971, -4.50718, 1.45742], [-2.04724, -2.59716, 4.04906], [-3.37643, -3.53275, 3.38131]]
}

***

2) {
  "formula": "C32H34BrN8O7P2S3Ti",
  "method": "ωB97M-V/def2-TZVPD",
  "homo_ev": [-6.39, -6.45],
  "spin_multiplicity": 2,
  "gap_ev": [5.29, 5.31],
  "total_charge": 0,
  "species": ["Ti", "S", "N", "C", "C", "C", "C", "C", "N", "C", "C", "N", "C", "C", "C", "C", "C", "N", "H", "H", "H", "H", "H", "H", "S", "C", "C", "C", "C", "C", "C", "S", "H", "H", "H", "H", "C", "C", "O", "P", "O", "O", "O", "P", "O", "O", "O", "H", "H", "H", "H", "H", "H", "H", "Br", "C", "C", "C", "C", "C", "N", "H", "H", "H", "H", "C", "C", "N", "C", "N", "C", "C", "C", "N", "C", "H", "H", "H", "H", "H", "H", "H", "H", "H", "H", "H", "H", "H"],
  "positions_angstrom": [[0.37056, 0.14056, 0.19802], [-3.29194, -0.88454, -6.42938], [-3.34234, 0.32436, -5.33798], [-2.45644, 0.07156, -4.38698], [-2.18584, 0.89066, -3.24528], [-2.81274, 2.10406, -3.03298], [-2.43924, 2.84736, -1.91958], [-1.49174, 2.33286, -1.05348], [-0.90914, 1.13886, -1.17578], [-1.22524, 0.41056, -2.30068], [-0.57174, -0.82194, -2.48748], [0.27316, -1.24254, -1.49968], [0.92926, -2.37334, -1.69038], [0.82496, -3.16144, -2.83048], [-0.05564, -2.77914, -3.83168], [-0.78094, -1.61174, -3.66248], [-1.75444, -1.15304, -4.59938], [-2.13714, -1.77714, -5.70418], [-3.55754, 2.45166, -3.73168], [-2.85984, 3.82026, -1.72748], [-1.19974, 2.92646, -0.19968], [1.59486, -2.67794, -0.89758], [1.41596, -4.05824, -2.91838], [-0.19274, -3.36224, -4.72798], [1.44836, 0.50536, 2.33902], [0.38116, 1.09516, 3.59732], [0.84356, 1.26906, 4.89622], [0.01186, 1.79756, 5.86542], [-1.29594, 2.13606, 5.55152], [-1.77114, 1.95426, 4.26692], [-0.93634, 1.44416, 3.27932], [-1.45444, 1.31526, 1.61752], [1.86516, 1.00836, 5.12222], [0.38606, 1.95756, 6.86402], [-1.94484, 2.55526, 6.30642], [-2.78334, 2.22096, 4.00942], [4.60446, -0.69204, -1.78728], [4.49426, -0.08244, -0.40888], [5.76066, 0.30356, 0.05042], [3.77186, -1.26414, 0.78372], [4.14926, -0.75444, 2.24282], [4.72056, -2.53484, 0.60912], [2.33606, -1.60754, 0.66142], [3.33106, 1.36776, -0.46678], [3.54686, 1.87976, 1.07162], [3.75266, 2.42306, -1.39618], [1.93906, 0.75126, -0.59778], [5.27946, -1.54674, -1.77498], [4.98456, 0.06646, -2.47158], [3.61076, -1.00244, -2.10928], [5.69096, 0.57106, 0.97582], [3.42486, -0.19554, 2.59222], [4.62246, -3.16594, 1.32192], [3.91256, 2.76536, 1.04892], [1.16466, 2.95846, -2.77958], [1.19876, 3.90966, -1.14898], [1.25536, 5.29616, -1.19278], [1.19706, 5.97966, 0.00842], [1.10366, 5.25996, 1.19272], [1.07786, 3.87556, 1.12002], [1.10866, 3.21746, -0.03208], [1.31866, 5.80376, -2.14078], [1.21276, 7.06046, 0.01602], [1.03526, 5.75276, 2.14902], [1.02136, 3.26346, 2.01402], [-4.13884, -2.76164, -0.87178], [-3.95864, -1.26924, -0.67278], [-2.61484, -1.03254, -0.19788], [-1.91294, -1.89394, 0.58882], [-0.74974, -1.48384, 1.03392], [-0.17194, -2.31554, 2.08552], [-0.27454, -3.79044, 1.71592], [-1.74764, -4.13954, 1.58962], [-2.44894, -3.11594, 0.84302], [-3.80774, -3.43414, 0.45172], [-3.45394, -3.11394, -1.64328], [-5.15864, -2.99104, -1.16808], [-4.69974, -0.89194, 0.04572], [-4.08424, -0.72494, -1.61218], [-2.39144, -0.06254, 0.00992], [-0.71574, -2.11984, 3.02322], [0.86926, -2.02594, 2.22612], [0.19066, -4.42014, 2.47392], [0.23126, -3.93414, 0.75982], [-2.20144, -4.23094, 2.58652], [-1.87734, -5.09704, 1.06842], [-4.51544, -3.10424, 1.22672], [-3.88824, -4.52144, 0.36312]]
}

***

Name the most stable of them. 1).